Entry 1:
Density functional theory data (ωB97M-V/def2-TZVPD) for a structure of composition C33H40IN4OPTi at a distorted geometry.

Summary:
* lowest unoccupied orbital energy (spin up / spin down): -0.466 / -0.466 eV
* orbital gap (spin up / spin down): 0.19770 / 0.19768 Eh
* energy relative to the best compared isomer or geometry (same formula, charge and spin): 33.5 kcal/mol
* E: -3064.28898 Eh
* HOMO level (spin up / spin down): -5.8456 / -5.8455 eV

Structure (XYZ):
```
81
C33H40IN4OPTi (ωB97M-V/def2-TZVPD)
Ti 0.16914 -0.17704 -1.09520
C 2.42967 -1.64174 0.49453
C 2.28940 -2.30205 -0.88975
N 1.98254 -1.27685 -1.89198
C 3.13362 -0.42210 -2.23120
C 2.72236 1.02585 -2.48532
N 1.66757 1.47486 -1.55954
C 2.13109 1.99084 -0.25975
C 2.62333 0.85628 0.63330
N 1.74949 -0.32905 0.54276
H 1.98781 -2.28815 1.25285
H 3.48063 -1.50675 0.75923
H 3.20832 -2.84110 -1.14039
H 1.46402 -3.01112 -0.89486
H 1.63601 -1.72210 -2.74055
H 3.84831 -0.47982 -1.41106
H 3.63850 -0.80802 -3.12044
H 3.60264 1.67447 -2.41163
H 2.32330 1.10749 -3.49118
H 1.11912 2.20323 -2.00596
H 2.93227 2.72434 -0.40280
H 1.28484 2.48413 0.21746
H 3.63395 0.56286 0.35064
H 2.66340 1.21200 1.66484
H 1.12176 -0.33410 1.34273
C -2.14972 3.87041 5.87892
C -2.54416 2.54774 5.73556
C -2.02458 1.77475 4.70971
C -1.10470 2.31628 3.81317
C -0.70408 3.64157 3.97576
C -1.22669 4.41730 4.99968
P -0.38939 1.38272 2.42272
C -0.43950 -0.31755 3.09089
C 0.57722 -0.69414 3.97581
C 0.62470 -1.97849 4.48912
C -0.33305 -2.91307 4.10971
C -1.33977 -2.55264 3.22832
C -1.39657 -1.25815 2.72443
C -1.67072 1.46312 1.10681
C -2.95360 1.90176 1.41576
C -3.84728 2.27147 0.41722
C -3.42224 2.27710 -0.89479
C -2.14516 1.81488 -1.20997
C -1.25053 1.34493 -0.24357
H -2.55778 4.47233 6.68044
H -3.25897 2.11711 6.42502
H -2.32582 0.73903 4.60823
H 0.02308 4.06629 3.29354
H -0.90865 5.44542 5.11444
H 1.33052 0.03037 4.27002
H 1.40919 -2.25457 5.18234
H -0.28960 -3.92098 4.50173
H -2.08449 -3.27183 2.91652
H -2.19521 -0.99423 2.04160
H -3.26495 1.97509 2.44913
H -4.85117 2.58180 0.67600
H -4.07452 2.62743 -1.68507
H -1.86135 1.83888 -2.25439
C -0.59456 -0.44777 -3.11083
C 0.29132 -0.53516 -4.29940
C 0.62527 0.61567 -5.02302
C 1.48487 0.56070 -6.10905
C 2.03281 -0.65359 -6.50112
C 1.68754 -1.80854 -5.81341
C 0.82149 -1.75770 -4.73049
H -1.34453 0.33165 -3.25174
H -1.12443 -1.39942 -2.95754
H 0.18473 1.56752 -4.73721
H 1.72270 1.46500 -6.65609
H 2.69445 -0.70203 -7.35631
H 2.06918 -2.76923 -6.13645
H 0.49393 -2.67515 -4.24563
N -2.92817 -1.91272 -0.45028
C -1.67816 -2.51490 -0.26349
O -0.64971 -1.62180 -0.35539
C -1.43954 -3.80548 -0.07959
I -1.40018 -4.58055 -3.31964
H -2.87531 -1.05645 -0.98576
H -3.59531 -2.55813 -0.84818
H -2.24198 -4.52274 -0.01786
H -0.42995 -4.15765 0.05690
```

---

Entry 2:
Density functional theory data (ωB97M-V/def2-TZVPD) for a structure of composition C33H41B2F4Ge2N4O2Pt at a distorted geometry.

Summary:
* lowest unoccupied orbital energy (spin up / spin down): -6.344 / -6.344 eV
* orbital gap (spin up / spin down): 0.13388 / 0.13390 Eh
* energy relative to the best compared isomer or geometry (same formula, charge and spin): 0.0 kcal/mol
* E: -6373.76247 Eh
* net charge: +1
* HOMO level (spin up / spin down): -9.9875 / -9.9875 eV

Structure (XYZ):
```
89
C33H41B2F4Ge2N4O2Pt (ωB97M-V/def2-TZVPD)
Pt 1.74107 -2.48568 0.87178
C 3.65193 -2.53564 3.82615
C 4.14600 -1.37621 2.96155
Ge 2.70524 -0.48099 1.89548
C 3.68294 0.82650 0.77886
C 2.84792 1.87220 0.03933
C 1.75973 0.62960 3.21918
C 0.65997 1.37378 3.35224
Ge -0.84902 1.57784 2.07351
C -0.58455 3.07648 0.83429
C -0.00184 4.31074 1.52954
C -2.58619 0.83101 2.58174
C -3.53399 1.82017 3.26980
C 0.43724 2.25515 4.54526
C -0.64692 3.13556 4.56572
C -0.88896 3.99820 5.62400
C -0.02828 4.00355 6.70727
C 1.05288 3.13095 6.71920
C 1.28027 2.26759 5.66165
H 4.47146 -2.98298 4.39345
H 3.20753 -3.31705 3.21231
H 2.89310 -2.20674 4.54052
H 4.90025 -1.71186 2.24533
H 4.60144 -0.59527 3.58186
H 4.30243 0.25985 0.08117
H 4.35236 1.31506 1.49089
H 2.17870 1.40530 -0.68802
H 3.50099 2.56499 -0.49928
H 2.24902 2.45685 0.74021
H 2.47086 0.71782 4.04464
H -1.53228 3.28582 0.34339
H 0.10089 2.68957 0.07911
H -0.72196 4.77496 2.20403
H 0.28782 5.05681 0.78635
H 0.88717 4.06103 2.11293
H -2.38438 -0.03082 3.21657
H -3.01299 0.48013 1.64467
H -3.18942 2.08328 4.26884
H -4.52036 1.36646 3.37280
H -3.65261 2.74012 2.69001
H -1.33102 3.16889 3.71764
H -1.74571 4.66009 5.59750
H -0.19404 4.68246 7.53388
H 1.72762 3.12257 7.56639
H 2.12520 1.59519 5.71747
C -4.73794 1.77499 -6.77759
O -3.69521 1.37294 -7.69550
C -2.83646 0.47291 -7.33250
C -1.68778 0.35369 -8.15551
C -0.68520 -0.48174 -7.80039
C -0.79247 -1.25228 -6.60345
C -2.00023 -1.19445 -5.83080
C -2.99956 -0.35110 -6.18789
N 0.26496 -1.94907 -6.22784
N 0.19549 -2.68260 -5.19763
C 1.00067 -2.62418 -4.17712
C 2.11829 -1.70685 -4.10985
C 2.80289 -1.52481 -2.96977
C 2.40785 -2.21113 -1.76704
O 2.92769 -1.95198 -0.66195
C 1.35091 -3.20399 -1.83317
N 1.03022 -3.79647 -0.67127
C 0.04367 -4.68822 -0.64887
C -0.65005 -5.04077 -1.80208
C -0.33876 -4.41926 -2.99278
C 0.68097 -3.46852 -3.01975
H -5.19410 2.65258 -7.21927
H -4.31588 2.02847 -5.80716
H -5.48921 0.99381 -6.66977
H -1.62879 0.96237 -9.04837
H 0.22116 -0.55567 -8.38855
H -2.08940 -1.82723 -4.95768
H -3.90859 -0.31696 -5.60300
H 2.38208 -1.14700 -4.99890
H 3.61064 -0.80489 -2.91163
H -0.19683 -5.12019 0.31437
H -1.44619 -5.77044 -1.74197
H -0.88416 -4.64784 -3.89902
B -1.80146 -2.97235 3.73373
C -0.50128 -2.94421 2.89123
N 0.45524 -2.88939 2.24787
H -2.60666 -2.31178 3.10145
H -1.57470 -2.55056 4.84364
H -2.21022 -4.11455 3.78397
F -1.18934 -1.28032 -0.87948
B -0.83190 0.00204 -0.51997
F -1.90548 0.88859 -0.55971
F 0.26239 0.46648 -1.25371
F -0.37475 -0.04147 0.95353
```